{
  "formula": "C34H87N5O11",
  "method": "the ωB97M-V functional and the def2-TZVPD basis",
  "homo_lumo_gap_ha": 0.3186,
  "lumo_ev": 0.30,
  "max_force_ev_per_a": 3.5,
  "charge": 0,
  "e_tot_ha": -2448.6977,
  "smiles": "COC[C@H](C)N.COCCNCCOC.COCCNCCOC.COCCNCCOC.COCCNCCOC.CC(C)O.CC(C)O",
  "species": ["C", "O", "C", "C", "C", "N", "H", "H", "H", "H", "H", "H", "H", "H", "H", "H", "H", "C", "O", "C", "C", "N", "C", "C", "O", "C", "H", "H", "H", "H", "H", "H", "H", "H", "H", "H", "H", "H", "H", "H", "H", "C", "O", "C", "C", "N", "C", "C", "O", "C", "H", "H", "H", "H", "H", "H", "H", "H", "H", "H", "H", "H", "H", "H", "H", "C", "O", "C", "C", "N", "C", "C", "O", "C", "H", "H", "H", "H", "H", "H", "H", "H", "H", "H", "H", "H", "H", "H", "H", "C", "O", "C", "C", "N", "C", "C", "O", "C", "H", "H", "H", "H", "H", "H", "H", "H", "H", "H", "H", "H", "H", "H", "H", "C", "C", "C", "O", "H", "H", "H", "H", "H", "H", "H", "H", "C", "C", "C", "O", "H", "H", "H", "H", "H", "H", "H", "H"],
  "coordinates": [[-8.5449, -0.2217, 6.2465], [-7.6326, 0.8398, 6.4434], [-7.4192, 1.1263, 7.8315], [-6.4503, 2.2984, 7.8749], [-5.1750, 2.0296, 7.1359], [-6.1719, 2.6714, 9.2436], [-8.4602, -1.0944, 6.8941], [-8.4049, -0.6413, 5.2503], [-9.5900, 0.0867, 6.2728], [-8.3552, 1.3157, 8.3570], [-7.0578, 0.2635, 8.3910], [-6.9964, 3.1826, 7.5459], [-5.3623, 1.9098, 6.0688], [-4.7164, 1.0866, 7.4335], [-4.3508, 2.7240, 7.2987], [-5.4622, 3.3868, 9.3124], [-7.0096, 3.0328, 9.6768], [4.0416, -1.6650, 5.5775], [4.1655, -2.3915, 4.3438], [5.2235, -3.3092, 4.3341], [5.1820, -4.1299, 3.0936], [6.4475, -4.9247, 2.9419], [6.2742, -5.9628, 1.9119], [5.4947, -7.2146, 2.3823], [6.3264, -8.1970, 2.9775], [6.4778, -7.9064, 4.3874], [4.9065, -1.1032, 5.9303], [3.8230, -2.2928, 6.4413], [3.1737, -1.0165, 5.4578], [5.0538, -3.9334, 5.2114], [6.1418, -2.7224, 4.3560], [5.0435, -3.5401, 2.1875], [4.3113, -4.7843, 3.1339], [7.0337, -4.1417, 2.6901], [7.2458, -6.4058, 1.6931], [5.8831, -5.6022, 0.9605], [5.0922, -7.7868, 1.5464], [4.5797, -6.9425, 2.9085], [5.5231, -7.7217, 4.8799], [7.0835, -7.0185, 4.5684], [7.0447, -8.7205, 4.8389], [1.2802, -3.5984, -10.1492], [0.8239, -3.6723, -8.7924], [1.2947, -2.6523, -7.9046], [0.8105, -2.9685, -6.5134], [1.0687, -4.3183, -6.0829], [0.3830, -4.6943, -4.8736], [0.8350, -6.0523, -4.5372], [0.2720, -7.0859, -5.4081], [0.1281, -8.4102, -4.8404], [1.2062, -2.5693, -10.5007], [0.6723, -4.2703, -10.7552], [2.2980, -3.9880, -10.1298], [0.8462, -1.6988, -8.1835], [2.3802, -2.5582, -7.8748], [-0.2492, -2.7249, -6.4374], [1.2172, -2.2079, -5.8469], [0.8227, -4.9806, -6.8046], [-0.6798, -4.8300, -5.0737], [0.5890, -3.9594, -4.0954], [0.5783, -6.2848, -3.5036], [1.8906, -6.2274, -4.7448], [-0.5365, -8.3264, -3.9806], [1.0955, -8.8390, -4.5789], [-0.3803, -9.0096, -5.5957], [-2.3471, 5.3226, -4.5800], [-3.6114, 4.6058, -4.6847], [-3.4135, 3.2737, -4.9920], [-4.7993, 2.5781, -4.8470], [-5.3540, 2.4717, -3.5066], [-6.6383, 1.8913, -3.3769], [-7.2425, 2.0209, -1.9844], [-7.1406, 3.4144, -1.6656], [-7.6266, 3.7465, -0.3590], [-2.6020, 6.3241, -4.2334], [-1.7541, 5.4503, -5.4856], [-1.7034, 4.9060, -3.8052], [-2.7806, 2.8517, -4.2113], [-2.9872, 3.1531, -5.9879], [-4.6808, 1.5716, -5.2480], [-5.4474, 3.1468, -5.5138], [-5.2221, 3.3193, -2.9735], [-6.5312, 0.8699, -3.7421], [-7.3773, 2.3278, -4.0487], [-6.6829, 1.3748, -1.3080], [-8.2691, 1.6586, -1.9298], [-7.7817, 4.8253, -0.3777], [-6.8270, 3.4975, 0.3386], [-8.6086, 3.3802, -0.0594], [4.4307, 6.2879, -0.6532], [5.0450, 6.9224, -1.7867], [5.2746, 6.0832, -2.9059], [6.2012, 6.7341, -3.9531], [5.4521, 7.7190, -4.6847], [6.3776, 8.7054, -5.2545], [5.4929, 9.7432, -5.8894], [6.2745, 10.7329, -6.6071], [5.5327, 11.9334, -6.8531], [3.4126, 5.9634, -0.8684], [4.4426, 6.9010, 0.2480], [4.9852, 5.3834, -0.4034], [4.2678, 5.7886, -3.2019], [5.8103, 5.2132, -2.5261], [6.5046, 5.9928, -4.6924], [7.1159, 7.0841, -3.4747], [4.8949, 8.1062, -3.9365], [7.0356, 8.2634, -6.0027], [6.9815, 9.2627, -4.5383], [5.0276, 10.2540, -5.0464], [4.7236, 9.3362, -6.5457], [5.3851, 12.3238, -5.8462], [4.5588, 11.6693, -7.2653], [6.1160, 12.6319, -7.4531], [-1.8509, -1.7830, 2.1273], [-2.4119, -0.7592, 1.2109], [-1.2684, 0.2715, 1.0711], [-2.8061, -1.1880, -0.0818], [-0.9448, -2.2635, 1.7582], [-2.5619, -2.6011, 2.2425], [-1.6842, -1.3670, 3.1209], [-3.1529, -0.1448, 1.7222], [-1.4688, 1.0539, 0.3391], [-0.3380, -0.1575, 0.6990], [-0.9734, 0.7864, 1.9854], [-3.2214, -0.4796, -0.5791], [-0.0495, -5.5391, 8.1866], [-0.9464, -4.4190, 8.7244], [-2.5078, -4.6075, 8.6849], [-0.5397, -4.1425, 10.0262], [-0.2599, -6.4483, 8.7497], [0.9876, -5.2047, 8.2146], [-0.2741, -5.7126, 7.1342], [-0.7467, -3.4861, 8.1973], [-2.7771, -5.4492, 9.3231], [-2.9030, -4.7498, 7.6791], [-3.0767, -3.7359, 9.0082], [-1.1988, -3.5269, 10.3552]],
  "atomic_forces_ev_per_a": [[-0.32, -0.35, -0.85], [-0.32, -0.70, 0.90], [0.10, -0.12, -0.51], [-0.61, 0.98, 0.67], [0.62, -0.74, -0.74], [0.33, -0.75, 1.46], [0.46, 0.22, 0.59], [0.25, 0.29, -0.18], [-0.11, 0.38, 0.27], [-0.39, 0.63, -0.19], [0.67, -0.31, -0.27], [0.01, -0.17, -1.46], [0.04, 0.27, 0.00], [-0.32, -0.31, 0.30], [-0.42, 0.58, -0.02], [0.02, 0.01, -0.14], [0.00, 0.05, 0.16], [-0.61, -0.44, -0.25], [-0.66, 1.19, 0.56], [-0.26, 0.60, 0.49], [-0.03, -1.33, -0.65], [-1.92, 0.57, 0.47], [0.76, -0.69, 0.32], [-0.01, -0.12, -1.29], [-0.55, 0.99, 1.92], [0.88, -0.10, -0.40], [0.39, 0.24, -0.75], [-0.18, -0.66, -0.11], [0.25, 0.15, -0.08], [0.82, -0.32, 0.17], [0.52, -0.29, 0.42], [-0.15, 0.49, 0.02], [0.04, -0.18, 0.08], [1.05, -0.72, -0.56], [0.26, 0.33, -0.12], [-0.35, 0.25, -0.08], [0.13, 0.50, -0.63], [0.19, -0.09, 0.89], [-0.18, -0.37, -0.05], [0.00, 0.25, -0.33], [-0.41, -0.23, -0.03], [0.09, -0.17, 1.37], [-0.19, 0.15, 0.10], [-0.40, -0.57, -0.31], [-0.88, 0.25, 0.07], [0.81, 0.64, -0.31], [-0.08, -0.14, -1.25], [0.68, -2.95, 0.44], [-0.73, 0.20, 0.08], [-0.20, 1.67, -0.37], [0.18, -0.01, -0.28], [-0.11, 0.16, 0.13], [0.28, 0.33, -0.52], [0.17, 0.28, -0.20], [0.25, -0.20, -0.41], [-0.64, -0.15, -0.35], [0.64, -0.21, 0.28], [0.02, 0.11, -0.28], [-0.59, 0.60, 0.36], [-0.13, -0.19, 0.15], [0.06, -0.17, 0.20], [0.39, 0.73, 0.73], [0.13, -0.27, 0.30], [0.02, -0.08, 0.10], [0.22, 0.01, -0.01], [-1.15, 0.38, 0.73], [1.57, 2.02, -0.12], [-1.38, -1.20, 1.41], [0.47, 0.05, -0.53], [2.14, 0.77, 0.51], [-1.01, -0.25, -0.71], [0.96, 0.16, -0.23], [-1.06, -0.82, 0.48], [0.72, 0.81, -0.67], [-0.12, 0.00, -0.10], [-0.34, -0.47, -0.42], [-0.02, -0.42, 0.03], [0.55, -0.38, -0.15], [-0.03, -0.27, -0.13], [-0.14, -0.15, -0.15], [-0.43, -0.02, -0.26], [-0.32, 0.12, -0.15], [-0.36, -0.45, 0.46], [-0.22, 0.43, -0.42], [0.34, 0.25, 0.51], [-0.24, 0.19, -0.31], [0.36, 0.11, 0.09], [-0.34, -0.08, 0.46], [0.08, -0.80, -0.29], [0.54, -0.55, -0.88], [0.11, 1.18, 1.04], [0.60, -0.61, 1.00], [-1.15, -1.43, 0.06], [1.00, 0.45, 0.45], [-1.07, 0.55, -0.64], [0.60, 1.68, -0.61], [-0.05, -0.71, -0.25], [0.26, -1.18, 1.32], [-0.24, 0.18, -0.12], [0.07, 0.46, -0.49], [0.19, -0.21, 0.02], [0.18, -0.26, -1.03], [-0.05, -0.49, -0.09], [0.15, -0.48, 0.25], [0.01, 0.30, 0.32], [-0.34, 1.02, -0.30], [-0.05, -0.31, 0.09], [0.32, -0.34, 0.36], [-0.54, 0.18, 0.05], [-0.01, -0.20, -0.01], [-0.36, 0.76, -0.07], [-0.05, 0.32, -0.39], [-0.11, -0.31, -0.08], [-0.92, -1.93, 0.11], [1.80, 3.00, -0.29], [0.72, 0.59, -0.79], [-0.04, -1.08, 0.57], [0.15, 0.33, -0.10], [-0.15, -0.15, 0.20], [0.10, 0.12, -0.17], [-0.85, -0.57, -0.04], [-0.46, 0.14, -0.03], [-0.04, -0.52, -0.03], [-0.39, -0.14, 0.30], [0.06, 0.23, 0.24], [-1.08, 0.60, -0.27], [-0.96, 0.65, -1.05], [0.87, -0.50, -0.32], [0.08, -0.16, 1.42], [0.42, -0.05, 0.02], [-0.02, -0.27, 0.40], [-0.14, -0.12, -0.02], [0.08, -0.05, -0.83], [-0.13, -0.09, -0.08], [0.30, -0.41, -0.15], [0.43, 0.28, 0.44], [0.15, 0.12, 0.44]]
}